DFT (ωB97M-V/def2-TZVPD) results for a single C4H6O2 molecule in a non-equilibrium geometry.

```
! RIJCOSX wB97M-V def2-TZVPD def2/J DEFGRID3
* xyz 0 1
C 1.57 0.45 -0.60
O 1.17 0.83 0.71
C 0.81 -0.46 0.29
C -0.66 -0.67 0.07
C -1.68 0.30 0.49
O -1.24 0.24 -0.85
H 1.05 0.77 -1.48
H 2.66 0.33 -0.65
H 1.54 -1.26 0.28
H -0.99 -1.71 -0.06
H -1.40 1.19 1.05
H -2.71 -0.04 0.64
*
```

Summary:
* relative energy (zero: lowest compared OMol25 entry of this formula, charge and spin): 83.7 kcal/mol
* energy: -306.37294 Ha
* structure (SMILES): C1O[C@H]1[C@H]1CO1

Results of the natural (NBO) charge analysis, in e, for atoms 1 through 4:
1. C -0.092
2. O -0.466
3. C -0.017
4. C 0.020



DFT (ωB97M-V/def2-TZVPD) results for a single C4H6O2 molecule in a non-equilibrium geometry.

```
! RIJCOSX wB97M-V def2-TZVPD def2/J DEFGRID3
* xyz 0 1
C -1.22 -0.60 -0.42
C -0.73 0.75 -0.17
C 0.54 1.14 0.14
C 1.65 0.05 -0.03
O 2.69 0.26 -0.56
O 1.33 -1.25 0.17
H -0.61 -1.45 -0.66
H -2.24 -0.57 -1.00
H -1.66 -1.00 0.72
H -1.36 1.75 -0.02
H 0.82 2.03 0.77
H 0.79 -1.10 1.06
*
```

Summary:
* relative energy (zero: lowest compared OMol25 entry of this formula, charge and spin): 59.6 kcal/mol
* energy: -306.41129 Ha
* structure (SMILES): C/C=C\C(=O)O

Results of the natural (NBO) charge analysis, in e, for atoms 1 through 4:
1. C -0.678
2. C -0.161
3. C -0.344
4. C 0.727



DFT (ωB97M-V/def2-TZVPD) results for a single C4H6O2 molecule.

```
! RIJCOSX wB97M-V def2-TZVPD def2/J DEFGRID3
* xyz 0 1
O 1.95 1.08 -1.37
C 1.12 0.68 -0.60
C 0.82 -0.71 -0.10
C -0.69 -0.69 0.09
C -0.92 0.81 0.41
O 0.29 1.50 0.09
H 1.25 -1.53 -0.66
H 1.27 -0.64 0.90
H -1.23 -0.98 -0.82
H -1.01 -1.35 0.89
H -1.18 0.97 1.46
H -1.69 1.26 -0.22
*
```

Summary:
* relative energy (zero: lowest compared OMol25 entry of this formula, charge and spin): 6.1 kcal/mol
* energy: -306.49659 Ha
* structure (SMILES): O=C1CCCO1

Results of the natural (NBO) charge analysis, in e, for atoms 1 through 4:
1. O -0.546
2. C 0.790
3. C -0.520
4. C -0.430



DFT (ωB97M-V/def2-TZVPD) results for a 2-piece molecular cluster, C4H6O2 overall in a non-equilibrium geometry.

```
! RIJCOSX wB97M-V def2-TZVPD def2/J DEFGRID3
* xyz 0 1
O -2.02 2.40 -1.24
C -2.45 1.38 -1.02
O -0.93 0.25 1.10
C 0.30 0.28 0.43
C 0.59 -0.73 -0.63
C 1.24 -0.84 0.73
H -1.62 0.08 0.45
H 0.71 1.29 0.31
H -0.19 -1.44 -0.88
H 1.21 -0.43 -1.48
H 0.85 -1.59 1.40
H 2.30 -0.64 0.82
*
```

Summary:
* relative energy (zero: lowest compared OMol25 entry of this formula, charge and spin): 41.8 kcal/mol
* energy: -306.43966 Ha

Results of the natural (NBO) charge analysis, in e, for atoms 1 through 4:
1. O -0.481
2. C 0.488
3. O -0.711
4. C 0.070



DFT (ωB97M-V/def2-TZVPD) results for a single C4H6O2 molecule in a non-equilibrium geometry.

```
! RIJCOSX wB97M-V def2-TZVPD def2/J DEFGRID3
* xyz 0 1
O 0.19 -1.57 -1.12
C -0.92 0.38 -0.51
C -0.09 1.20 0.28
O -0.61 1.52 1.53
C 0.96 0.09 0.39
C 1.08 -1.10 -0.15
H -0.32 -2.29 -0.73
H -1.68 -0.24 -0.03
H -0.97 0.45 -1.59
H 0.35 2.03 -0.28
H 0.11 1.31 2.15
H 1.90 -1.79 0.04
*
```

Summary:
* relative energy (zero: lowest compared OMol25 entry of this formula, charge and spin): 121.6 kcal/mol
* energy: -306.31257 Ha

Results of the natural (NBO) charge analysis, in e, for atoms 1 through 4:
1. O -0.726
2. C -0.152
3. C -0.033
4. O -0.698



DFT (ωB97M-V/def2-TZVPD) results for a single C4H6O2 molecule.

```
! RIJCOSX wB97M-V def2-TZVPD def2/J DEFGRID3
* xyz 0 1
C -1.70 -0.28 0.56
C -0.19 -0.20 0.38
C 0.47 0.45 -0.80
O -0.01 0.73 -1.87
C 2.00 0.44 -0.60
O 2.53 0.49 0.48
H -2.12 0.66 0.93
H -2.24 -0.55 -0.35
H -1.93 -1.04 1.32
H 0.30 -1.17 0.19
H 0.31 0.14 1.29
H 2.58 0.32 -1.54
*
```

Summary:
* relative energy (zero: lowest compared OMol25 entry of this formula, charge and spin): 28.3 kcal/mol
* energy: -306.46122 Ha
* structure (SMILES): CCC(=O)C=O

Results of the natural (NBO) charge analysis, in e, for atoms 1 through 4:
1. C -0.612
2. C -0.510
3. C 0.490
4. O -0.504



DFT (ωB97M-V/def2-TZVPD) results for a single C4H6O2 molecule.

```
! RIJCOSX wB97M-V def2-TZVPD def2/J DEFGRID3
* xyz 0 1
O 0.60 1.43 -1.66
C 0.14 0.60 -0.92
C -1.20 0.44 -0.21
C -0.50 -0.54 0.76
C 0.77 -0.55 -0.14
O 2.04 -0.34 0.42
H -1.57 1.38 0.22
H -1.99 0.02 -0.85
H -0.99 -1.51 0.89
H -0.30 -0.09 1.74
H 0.83 -1.46 -0.76
H 2.16 0.61 0.52
*
```

Summary:
* relative energy (zero: lowest compared OMol25 entry of this formula, charge and spin): 31.6 kcal/mol
* energy: -306.45600 Ha
* structure (SMILES): O=C1CC[C@@H]1O

Results of the natural (NBO) charge analysis, in e, for atoms 1 through 4:
1. O -0.503
2. C 0.575
3. C -0.533
4. C -0.429



DFT (ωB97M-V/def2-TZVPD) results for a single C4H6O2 molecule in a non-equilibrium geometry.

```
! RIJCOSX wB97M-V def2-TZVPD def2/J DEFGRID3
* xyz 0 1
O -2.10 0.45 0.11
C -1.29 0.18 0.96
C 0.15 0.20 0.74
C 0.17 0.75 -0.97
C 0.93 -0.34 -0.43
O 0.71 -1.62 -0.92
H -1.64 -0.01 2.00
H 0.77 0.36 1.64
H 0.52 1.76 -1.10
H -0.69 0.48 -1.61
H 1.96 -0.05 -0.27
H 0.51 -2.17 -0.16
*
```

Summary:
* relative energy (zero: lowest compared OMol25 entry of this formula, charge and spin): 75.4 kcal/mol
* energy: -306.38611 Ha
* structure (SMILES): O=C[C@@H]1C[C@@H]1O

Results of the natural (NBO) charge analysis, in e, for atoms 1 through 4:
1. O -0.562
2. C 0.382
3. C -0.438
4. C -0.265



DFT (ωB97M-V/def2-TZVPD) results for a single C4H6O2 molecule.

```
! RIJCOSX wB97M-V def2-TZVPD def2/J DEFGRID3
* xyz 0 1
O -1.79 -0.38 2.02
C -1.73 0.52 1.23
O -1.28 0.46 -0.06
C 0.09 0.12 0.01
C 1.06 0.32 -1.09
C 0.76 -1.08 -0.55
H -1.99 1.55 1.48
H 0.48 0.43 0.97
H 0.74 0.54 -2.10
H 1.96 0.83 -0.78
H 0.21 -1.72 -1.23
H 1.48 -1.59 0.08
*
```

Summary:
* relative energy (zero: lowest compared OMol25 entry of this formula, charge and spin): 45.9 kcal/mol
* energy: -306.43315 Ha
* structure (SMILES): O=COC1CC1

Results of the natural (NBO) charge analysis, in e, for atoms 1 through 4:
1. O -0.524
2. C 0.659
3. O -0.525
4. C 0.070



DFT (ωB97M-V/def2-TZVPD) results for a single C4H6O2 molecule.

```
! RIJCOSX wB97M-V def2-TZVPD def2/J DEFGRID3
* xyz 0 1
O -1.55 1.46 -0.04
C -1.48 0.30 -0.67
C -0.03 0.09 -1.03
C 0.51 -0.91 0.03
C 1.06 -0.21 1.25
O 2.06 -0.55 1.83
H -2.47 1.57 0.24
H -0.33 -1.54 0.36
H 0.01 -0.39 -2.01
H 0.57 1.01 -1.06
H 1.28 -1.57 -0.37
H 0.47 0.67 1.60
*
```

Summary:
* relative energy (zero: lowest compared OMol25 entry of this formula, charge and spin): 74.7 kcal/mol
* energy: -306.38719 Ha

Results of the natural (NBO) charge analysis, in e, for atoms 1 through 4:
1. O -0.659
2. C 0.262
3. C -0.562
4. C -0.512



DFT (ωB97M-V/def2-TZVPD) results for a single C4H6O2 molecule.

```
! RIJCOSX wB97M-V def2-TZVPD def2/J DEFGRID3
* xyz 0 1
O 0.62 -2.19 0.02
C 0.38 -1.04 -0.24
C 1.24 0.22 -0.37
C 0.02 1.00 0.18
C -0.90 -0.20 -0.19
O -1.97 -0.58 0.62
H 2.17 0.23 0.21
H 1.47 0.46 -1.42
H -0.22 1.96 -0.28
H 0.08 1.12 1.26
H -1.30 -0.07 -1.20
H -1.61 -0.89 1.46
*
```

Summary:
* relative energy (zero: lowest compared OMol25 entry of this formula, charge and spin): 30.6 kcal/mol
* energy: -306.45749 Ha
* structure (SMILES): O=C1CC[C@@H]1O

Results of the natural (NBO) charge analysis, in e, for atoms 1 through 4:
1. O -0.506
2. C 0.572
3. C -0.527
4. C -0.425



DFT (ωB97M-V/def2-TZVPD) results for a single C4H6O2 molecule.

```
! RIJCOSX wB97M-V def2-TZVPD def2/J DEFGRID3
* xyz 0 1
C 0.52 1.36 -0.61
C -0.42 0.24 -0.98
O -0.95 0.15 -2.06
C -0.70 -0.85 0.04
C 0.98 -1.18 1.61
O -0.15 -0.57 1.34
H 1.48 0.95 -0.27
H 0.11 1.94 0.23
H 0.67 2.00 -1.47
H -1.78 -0.96 0.16
H -0.27 -1.79 -0.32
H 1.19 -0.79 2.64
*
```

Summary:
* relative energy (zero: lowest compared OMol25 entry of this formula, charge and spin): 82.8 kcal/mol
* energy: -306.37432 Ha

Results of the natural (NBO) charge analysis, in e, for atoms 1 through 4:
1. C -0.729
2. C 0.573
3. O -0.524
4. C -0.188



DFT (ωB97M-V/def2-TZVPD) results for a single C4H6O2 molecule in a non-equilibrium geometry.

```
! RIJCOSX wB97M-V def2-TZVPD def2/J DEFGRID3
* xyz 0 1
O -2.35 0.04 0.16
C -1.00 -0.02 0.07
C -0.10 -1.02 -0.01
C 1.04 -0.14 -0.37
O 2.19 -0.16 0.40
C -0.10 1.13 -0.17
H -2.71 -0.85 0.16
H -0.14 -2.08 0.18
H 1.36 -0.13 -1.42
H 1.94 -0.22 1.33
H -0.33 1.77 -1.02
H 0.21 1.69 0.70
*
```

Summary:
* relative energy (zero: lowest compared OMol25 entry of this formula, charge and spin): 48.8 kcal/mol
* energy: -306.42853 Ha
* structure (SMILES): OC1=C[C@H](O)C1

Results of the natural (NBO) charge analysis, in e, for atoms 1 through 4:
1. O -0.660
2. C 0.346
3. C -0.395
4. C 0.130



DFT (ωB97M-V/def2-TZVPD) results for a single C4H6O2 molecule.

```
! RIJCOSX wB97M-V def2-TZVPD def2/J DEFGRID3
* xyz 0 1
O -1.55 -0.53 1.83
C -1.26 -1.32 0.98
O -0.73 -1.04 -0.22
C -0.35 0.32 -0.37
C 0.86 0.55 -1.22
C 0.94 0.69 0.28
H -1.39 -2.41 1.06
H -1.18 1.01 -0.39
H 1.32 -0.31 -1.68
H 0.87 1.46 -1.82
H 1.43 -0.11 0.82
H 1.04 1.68 0.73
*
```

Summary:
* relative energy (zero: lowest compared OMol25 entry of this formula, charge and spin): 29.3 kcal/mol
* energy: -306.45957 Ha
* structure (SMILES): O=COC1CC1

Results of the natural (NBO) charge analysis, in e, for atoms 1 through 4:
1. O -0.572
2. C 0.647
3. O -0.496
4. C 0.059



DFT (ωB97M-V/def2-TZVPD) results for a 2-piece molecular cluster, C4H6O2 overall in a non-equilibrium geometry.

```
! RIJCOSX wB97M-V def2-TZVPD def2/J DEFGRID3
* xyz 0 1
C -0.96 1.12 0.05
C -0.80 -0.35 0.35
O -0.43 -0.82 1.40
O -1.18 -1.14 -0.69
H -0.62 1.69 0.90
H -0.37 1.39 -0.84
H -2.02 1.32 -0.16
H -1.07 -2.05 -0.37
C 2.35 -0.20 0.12
C 1.31 -0.35 -0.42
H 3.39 -0.16 0.46
H 0.41 -0.43 -0.82
*
```

Summary:
* relative energy (zero: lowest compared OMol25 entry of this formula, charge and spin): 82.5 kcal/mol
* energy: -306.37482 Ha
* structure (SMILES): CC(=O)O.C#C

Results of the natural (NBO) charge analysis, in e, for atoms 1 through 4:
1. C -0.716
2. C 0.769
3. O -0.570
4. O -0.702



DFT (ωB97M-V/def2-TZVPD) results for a 2-piece molecular cluster, C4H6O2 overall.

```
! RIJCOSX wB97M-V def2-TZVPD def2/J DEFGRID3
* xyz 0 1
O 1.49 -0.58 1.66
C 0.61 -0.12 1.00
C -0.84 -0.57 0.70
C -0.95 0.67 -0.18
O -1.84 1.13 -0.85
C 0.49 1.12 0.11
H -1.51 -0.60 1.57
H -0.91 -1.53 0.17
H 1.15 1.13 -0.76
H 0.58 2.09 0.62
H 1.17 -1.50 -1.85
H 0.56 -1.24 -2.18
*
```

Summary:
* relative energy (zero: lowest compared OMol25 entry of this formula, charge and spin): 52.1 kcal/mol
* energy: -306.42328 Ha
* structure (SMILES): O=C1CC(=O)C1.[H][H]

Results of the natural (NBO) charge analysis, in e, for atoms 1 through 4:
1. O -0.493
2. C 0.613
3. C -0.650
4. C 0.612



DFT (ωB97M-V/def2-TZVPD) results for a single C4H6O2 molecule in a non-equilibrium geometry.

```
! RIJCOSX wB97M-V def2-TZVPD def2/J DEFGRID3
* xyz 0 1
O 1.23 1.45 -0.01
C 1.30 0.18 -0.53
O 1.13 -0.78 0.46
C -0.27 -0.85 0.67
C -1.13 -0.39 -0.45
C -1.15 0.34 0.64
H 0.32 1.46 0.39
H 2.20 0.04 -1.13
H 0.39 0.01 -1.21
H -0.52 -1.72 1.27
H -1.70 -0.70 -1.31
H -1.81 0.96 1.21
*
```

Summary:
* relative energy (zero: lowest compared OMol25 entry of this formula, charge and spin): 97.1 kcal/mol
* energy: -306.35148 Ha
* structure (SMILES): OCOC1C=C1

Results of the natural (NBO) charge analysis, in e, for atoms 1 through 4:
1. O -0.697
2. C 0.224
3. O -0.514
4. C 0.055



DFT (ωB97M-V/def2-TZVPD) results for a single C4H6O2 molecule.

```
! RIJCOSX wB97M-V def2-TZVPD def2/J DEFGRID3
* xyz 0 1
C 1.55 0.56 -0.80
C 0.72 -0.04 0.70
O 0.80 1.24 0.57
C -0.72 -0.50 1.03
C -1.65 -0.54 -0.16
O -2.13 -1.55 -0.62
H 1.10 -0.22 -1.43
H 2.59 0.35 -0.57
H 1.42 1.51 -1.33
H -0.70 -1.49 1.49
H -1.10 0.25 1.73
H -1.88 0.45 -0.61
*
```

Summary:
* relative energy (zero: lowest compared OMol25 entry of this formula, charge and spin): 131.7 kcal/mol
* energy: -306.29647 Ha

Results of the natural (NBO) charge analysis, in e, for atoms 1 through 4:
1. C -0.371
2. C 0.338
3. O -0.506
4. C -0.650



DFT (ωB97M-V/def2-TZVPD) results for a 2-piece molecular cluster, C4H6O2 overall in a non-equilibrium geometry.

```
! RIJCOSX wB97M-V def2-TZVPD def2/J DEFGRID3
* xyz 0 1
C 0.93 1.23 1.50
C 1.31 -0.02 1.41
O 1.64 -1.14 1.30
H 1.69 2.00 1.54
H -0.12 1.49 1.50
C -0.47 -0.70 -1.58
C -1.18 -0.24 -0.33
O -1.88 0.74 -0.26
H 0.54 -1.05 -1.33
H -0.43 0.10 -2.32
H -1.02 -1.55 -1.99
H -1.02 -0.88 0.57
*
```

Summary:
* relative energy (zero: lowest compared OMol25 entry of this formula, charge and spin): 41.1 kcal/mol
* energy: -306.44078 Ha
* structure (SMILES): C=C=O.CC=O

Results of the natural (NBO) charge analysis, in e, for atoms 1 through 4:
1. C -0.790
2. C 0.711
3. O -0.472
4. H 0.268



DFT (ωB97M-V/def2-TZVPD) results for a single C4H6O2 molecule.

```
! RIJCOSX wB97M-V def2-TZVPD def2/J DEFGRID3
* xyz 0 1
C 1.01 0.46 -0.66
O 1.33 -0.71 0.09
C 0.20 -1.18 0.74
C -1.55 0.18 -0.58
O -0.69 -0.05 0.91
C -0.35 0.92 -0.13
H 1.79 1.20 -0.46
H 0.96 0.24 -1.73
H -0.35 -1.93 0.17
H 0.48 -1.52 1.74
H -2.42 0.73 -0.17
H -0.37 1.93 0.28
*
```

Summary:
* relative energy (zero: lowest compared OMol25 entry of this formula, charge and spin): 117.6 kcal/mol
* energy: -306.31891 Ha

Results of the natural (NBO) charge analysis, in e, for atoms 1 through 4:
1. C -0.100
2. O -0.516
3. C 0.232
4. C -0.230